Formula: C3H8F2N3
Source: OMol25
Level of theory: ωB97M-V with the def2-TZVPD basis set

Structure (XYZ):
```
16
Properties=species:S:1:pos:R:3:forces:R:3:mulliken_charge:R:1
C -1.771061 -0.591493 0.098585 2.144 -1.787 -0.797 -0.717
N -0.519755 0.363435 0.361761 -1.443 0.132 -0.442 0.059
N 0.643317 -0.404924 0.547691 0.706 -0.917 0.821 -0.726
C 1.691264 -0.204585 -0.170392 -1.512 0.292 1.395 0.407
N 1.841124 0.721228 -1.088299 1.731 0.263 -1.398 -0.340
C 2.923861 -1.068336 0.149892 0.164 -1.108 1.660 0.356
F 3.971452 -0.298093 -0.280296 -0.009 -1.128 0.253 -0.256
F 2.789743 -2.220751 -0.547576 0.366 0.322 -0.918 -0.221
H -1.861935 -0.857067 -1.056371 0.764 0.296 2.692 0.296
H -1.803300 -1.496507 0.860060 0.418 2.095 -1.831 0.298
H -2.472934 0.121710 0.284438 -2.848 1.332 0.638 0.419
H -0.657517 0.977217 1.199584 -0.076 -1.299 -0.102 0.386
H -0.605378 1.122285 -0.349744 0.690 -0.840 -0.343 0.368
H 2.716819 0.673204 -1.575325 0.385 0.215 -0.137 0.249
H 1.204438 1.313069 -1.567711 -0.945 0.109 0.176 0.164
H 3.102041 -1.521910 1.222165 -0.535 2.024 -1.667 0.257
```
Positions in Å, forces in eV/Å.

Results
Frontier orbital gap: 10.9 eV
Relative energy (zero: lowest compared OMol25 entry of this formula, charge and spin): 9.67 kcal/mol
SMILES: C[NH2+]/N=C(\N)C(F)F
LUMO: -3.74 eV
Net charge: +1